Record 1
DFT (ωB97M-V with the def2-TZVPD basis set) results for 2 unconnected molecules or ions with the total composition C27H36ClF9N3O9P2S.

Element x y z (Å)
P: -0.249 -0.810 3.769
H: 4.914 0.013 -2.942
O: -5.551 -4.445 3.657
H: 0.963 -0.133 -1.471
O: -3.603 -5.234 3.897
N: -1.439 -1.575 1.199
C: -1.111 -2.778 0.898
H: 1.487 -1.087 -5.885
H: -0.428 2.692 -3.427
H: -2.638 1.524 -5.829
F: 4.142 1.796 4.042
C: -4.533 -4.929 3.081
H: -1.130 -4.819 1.579
F: 1.699 4.638 1.416
H: 2.583 -1.160 1.325
H: 4.279 0.812 -4.402
F: 0.608 3.569 3.199
C: 4.034 0.475 -3.392
H: 2.101 0.755 -0.499
H: 2.791 -2.527 -4.544
H: -1.955 -1.804 6.728
C: -1.665 -0.083 -1.228
C: 1.081 1.199 -3.432
O: 1.566 1.670 -2.239
H: 0.040 -2.100 3.314
C: 1.199 0.867 -1.103
C: -0.013 1.857 -3.985
C: -0.199 -3.185 -0.248
F: 2.032 0.804 4.935
O: 2.903 3.016 0.098
F: 3.229 3.565 3.204
C: 3.220 2.745 4.250
C: -0.441 0.326 2.291
N: -0.977 0.401 -0.057
H: -3.900 -1.381 -0.732
C: -0.004 1.440 -0.309
Cl: -2.110 1.028 2.374
C: -0.005 0.394 -5.855
H: 4.454 -1.930 -4.152
H: -3.047 1.467 -0.742
C: 2.904 -0.572 -3.529
H: 3.736 1.335 -2.800
H: -1.953 0.404 6.222
C: 1.092 -0.258 -5.314
H: 2.649 -1.005 -2.559
H: 2.792 1.549 1.991
C: 1.996 0.823 2.053
F: 3.620 3.430 5.320
O: -1.845 -2.153 5.837
C: -3.083 0.559 -1.348
O: -2.583 0.283 5.498
P: -2.230 -1.074 4.693
O: 0.881 4.064 -0.721
F: 1.364 2.691 5.645
H: -0.522 2.876 1.182
H: -1.139 0.199 -2.148
C: -1.769 2.182 -5.789
H: -1.527 2.427 -6.825
H: -2.702 -4.128 1.247
C: -4.221 -0.358 -0.920
H: -0.575 -2.874 -1.220
H: 0.484 -0.993 0.726
C: 1.829 2.046 4.513
O: -4.445 -5.102 1.849
O: -3.306 -1.573 3.850
H: 2.361 -1.079 3.160
H: 3.560 -1.208 -5.456
C: 3.446 -1.661 -4.469
H: 0.812 -2.802 -0.071
H: -0.104 -4.269 -0.271
H: -0.416 0.087 -6.810
C: -0.479 -0.527 0.938
S: 1.591 3.479 0.367
H: -1.909 -3.634 2.713
C: 0.365 2.268 0.970
C: 2.321 -0.560 2.203
H: -0.502 2.142 -0.980
F: -0.483 2.104 4.240
C: -0.575 1.475 -5.186
H: -4.753 0.024 -0.050
H: -3.238 0.889 -2.377
N: 0.598 1.416 2.231
C: -1.713 -3.906 1.680
C: 1.664 0.125 -4.105
C: 0.643 2.253 3.496
F: -5.177 -0.398 -1.954
H: -1.988 3.093 -5.236
H: -1.799 -1.160 -1.269

Its total charge is -1. Its lowest unoccupied orbital energy is -0.84 eV.

Record 2
DFT (ωB97M-V with the def2-TZVPD basis set) results for 5 unconnected molecules or ions with the total composition C27H36FN6O4.

Element x y z (Å)
N: 0.740 -4.594 -1.759
C: 1.543 6.035 -1.503
H: -3.047 -1.620 -3.443
N: 2.555 -0.877 -1.496
N: -2.666 2.497 1.215
N: -2.337 1.335 0.431
C: 0.842 -3.459 5.289
H: -3.040 3.834 -1.626
C: -4.669 2.572 -1.183
C: 0.645 -5.607 -2.672
H: 1.326 -1.588 0.093
C: 1.847 -2.674 3.453
C: -3.621 2.263 1.967
H: -0.942 -7.058 -3.071
H: 3.129 -3.620 0.170
O: -0.822 2.122 3.731
H: -0.609 -0.616 -1.801
H: -5.093 1.534 -1.127
H: -2.207 -0.070 2.650
H: 1.926 -2.399 2.413
H: 1.528 -3.968 -1.660
C: 2.473 7.772 -0.416
H: 1.125 6.312 0.622
C: -2.230 1.680 -1.019
C: -0.395 -4.559 -0.998
O: -0.655 3.653 -1.128
C: -2.590 0.489 -1.982
C: -0.371 0.786 3.494
H: 2.447 6.531 -3.348
C: 4.075 -2.491 -1.518
N: 2.316 6.752 -2.377
C: -0.830 2.380 -1.359
H: 1.004 5.155 -1.828
H: -0.441 0.274 0.244
H: -2.207 -5.782 -1.035
C: 2.755 -2.602 4.478
H: -0.511 -3.828 -0.214
H: -0.148 -3.375 3.422
H: 4.126 -0.758 -2.929
H: 1.447 -5.802 -3.366
H: 3.766 -2.232 4.400
O: -4.552 2.171 2.661
O: 0.146 1.731 -1.828
C: -3.324 2.806 -1.291
H: -1.664 -2.779 -2.909
C: -1.231 -5.556 -1.435
H: 0.034 -3.876 5.869
C: 2.883 7.816 -1.724
H: 0.704 0.838 3.153
H: 2.545 -3.185 6.631
C: 2.117 -3.100 5.644
H: -1.315 -1.322 -3.922
C: -1.712 -0.799 -1.819
H: -0.482 0.225 4.468
C: 2.204 -1.758 -0.513
H: -0.735 -1.003 2.151
H: -1.579 2.141 4.337
N: 0.688 -3.203 3.954
C: -0.570 -6.222 -2.498
C: -1.986 -1.721 -3.104
F: -2.618 0.942 -3.333
C: 1.623 6.642 -0.276
H: -0.368 1.779 1.224
C: -1.134 0.041 2.310
H: 2.050 -0.030 -1.728
H: -3.655 0.184 -1.757
C: 3.130 -2.771 -0.499
H: 2.751 8.474 0.356
H: 3.527 8.507 -2.245
C: -1.030 0.898 0.961
C: 3.690 -1.317 -2.117
H: 4.938 -3.083 -1.784
H: -5.342 3.458 -1.125
H: -1.981 -1.428 -0.931

Its total charge is -1. Its lowest unoccupied orbital energy is 2.33 eV.